Record 1
Density functional theory data (ωB97M-V with the def2-TZVPD basis set) for a structure of composition C5H13N2O at a distorted geometry.

Output
- Kohn-Sham gap: 6.17 eV
- Charge: -1
- 2S+1: 1

Element x y z (Å)
C  -0.910  -2.345  -0.386
O  -2.092  -2.281  -0.969
C  -0.112  -1.019  -0.428
C  -0.845  0.036  0.401
C  -0.419  1.486  0.214
C  1.082  1.677  0.463
N  1.650  0.941  1.711
N  -0.010  -0.496  -1.823
H  -0.647  -2.680  0.660
H  -0.212  -3.100  -0.950
H  0.872  -1.109  0.040
H  -1.919  -0.120  0.231
H  -0.851  -0.127  1.486
H  -0.679  1.969  -0.721
H  -0.979  2.053  0.978
H  1.332  2.751  0.493
H  1.526  1.267  -0.453
H  2.608  1.272  1.597
H  1.053  1.821  1.880
H  0.517  -1.213  -2.320
H  -0.966  -0.783  -2.105

=====

Record 2
Density functional theory data (ωB97M-V with the def2-TZVPD basis set) for a cluster of 2 separate species, C5H14S in total at a distorted geometry.

Output
- Kohn-Sham gap: 9.13 eV
- 2S+1: 1

Element x y z (Å)
C  2.460  1.324  1.530
C  2.329  0.765  0.119
C  1.877  1.755  -0.952
H  3.422  1.834  1.634
H  2.549  0.438  2.169
H  1.660  1.884  2.001
H  3.273  0.326  -0.208
H  1.602  -0.054  0.141
H  2.103  2.820  -0.812
H  2.244  1.452  -1.931
H  0.795  1.881  -1.118
C  -2.022  -2.738  -0.732
S  -3.625  -2.059  -0.757
C  -3.468  -0.430  0.106
H  -1.169  -2.097  -0.500
H  -2.093  -3.455  0.090
H  -1.798  -3.265  -1.655
H  -3.203  0.319  -0.633
H  -2.615  -0.517  0.782
H  -4.320  -0.183  0.728

=====

Record 3
Density functional theory data (ωB97M-V with the def2-TZVPD basis set) for a structure of composition C28H28B2F4N12O4Pb at a distorted geometry.

Output
- Kohn-Sham gap (alpha / beta): 6.97 / 6.59 eV
- Charge: -1
- 2S+1: 2

Element x y z (Å)
Pb  0.303  0.683  0.102
C  3.485  -1.067  3.592
O  2.705  -2.226  3.356
C  2.685  -2.677  2.054
C  2.847  -4.024  1.842
C  2.864  -4.559  0.550
C  2.816  -3.719  -0.527
C  2.600  -2.342  -0.356
C  2.624  -1.487  -1.490
N  2.175  -0.276  -1.483
N  2.234  0.472  -2.596
C  2.424  1.733  -2.549
O  2.899  2.408  -1.438
C  2.250  2.571  -3.724
C  2.100  3.949  -3.566
C  1.845  4.748  -4.664
C  1.770  4.188  -5.928
C  1.960  2.824  -6.096
C  2.182  2.012  -5.002
C  2.415  -1.789  0.955
O  2.073  -0.582  1.152
H  3.338  -0.814  4.641
H  3.164  -0.234  2.964
H  4.542  -1.287  3.402
H  2.975  -4.671  2.697
H  2.953  -5.626  0.422
H  2.909  -4.101  -1.536
H  3.131  -1.876  -2.384
H  2.124  4.379  -2.578
H  1.672  5.802  -4.519
H  1.546  4.811  -6.782
H  1.914  2.391  -7.086
H  2.297  0.944  -5.120
C  0.305  0.195  4.684
C  0.644  0.863  3.507
N  -0.159  0.488  2.527
N  -1.017  -0.407  3.030
C  -0.757  -0.610  4.331
B  -2.101  -0.976  2.121
N  -1.449  -1.925  1.082
C  -1.533  -3.265  1.057
C  -0.894  -3.719  -0.077
C  -0.424  -2.562  -0.693
N  -0.755  -1.502  0.025
N  -2.785  0.216  1.428
C  -3.994  0.744  1.706
C  -4.121  1.922  1.006
C  -2.912  2.053  0.319
N  -2.131  1.022  0.588
N  -3.179  -1.775  2.844
C  -4.249  -2.301  2.205
C  -5.017  -2.964  3.131
C  -4.320  -2.790  4.333
N  -3.229  -2.074  4.144
H  0.759  0.283  5.652
H  1.420  1.579  3.325
H  -1.349  -1.305  4.895
H  -2.035  -3.815  1.826
H  -0.778  -4.735  -0.393
H  0.106  -2.448  -1.616
H  -4.688  0.261  2.365
H  -4.956  2.590  1.002
H  -2.586  2.837  -0.332
H  -4.384  -2.164  1.150
H  -5.930  -3.500  2.967
H  -4.568  -3.149  5.313
O  3.065  2.716  0.763
C  2.511  2.275  -0.197
F  -1.436  3.445  -3.615
B  -1.206  4.354  -2.582
F  -0.222  3.806  -1.743
F  -0.763  5.550  -3.090
F  -2.371  4.526  -1.860
N  -2.048  0.566  -2.641
N  -0.678  0.880  -2.325
H  -2.415  1.281  -3.272
H  -2.573  0.637  -1.773
H  -0.517  1.886  -2.380
H  -0.100  0.448  -3.043

=====

Record 4
Density functional theory data (ωB97M-V with the def2-TZVPD basis set) for a structure of composition C29H23F6N5O10PdS5 at a distorted geometry.

Output
- Kohn-Sham gap (alpha / beta): 7.72 / 5.39 eV
- 2S+1: 5

Element x y z (Å)
Pd  -0.157  0.234  -0.388
O  1.528  3.293  -2.477
S  0.530  2.480  -1.853
O  0.184  1.203  -2.467
O  0.684  2.307  -0.382
C  -0.967  3.487  -2.073
C  -0.752  4.854  -2.170
C  -1.811  5.713  -2.410
C  -3.089  5.196  -2.557
C  -3.303  3.830  -2.457
C  -2.236  2.974  -2.231
S  -2.654  1.323  -1.647
O  -4.097  1.286  -1.577
O  -2.103  0.196  -2.369
O  -2.044  1.439  -0.292
H  0.260  5.208  -2.064
H  -1.637  6.777  -2.473
H  -3.923  5.861  -2.723
H  -4.290  3.400  -2.534
C  -4.657  -2.952  -0.479
N  -3.348  -3.502  -0.683
C  -3.013  -4.784  -1.012
C  -1.667  -4.847  -1.117
N  -1.157  -3.587  -0.853
C  -2.215  -2.764  -0.571
S  -2.257  -1.177  -0.036
C  0.167  -3.211  -1.138
C  1.197  -4.143  -1.014
C  2.439  -3.812  -1.531
C  2.593  -2.598  -2.185
C  1.523  -1.710  -2.216
N  0.351  -1.992  -1.650
H  -5.414  -3.675  -0.774
H  -4.758  -2.039  -1.068
H  -4.784  -2.680  0.569
H  -3.746  -5.553  -1.144
H  -1.043  -5.664  -1.402
H  1.022  -5.086  -0.521
H  3.265  -4.504  -1.462
H  3.530  -2.346  -2.649
H  1.574  -0.760  -2.738
F  4.289  1.739  1.510
C  3.117  1.903  0.885
F  3.037  3.150  0.477
F  2.183  1.716  1.831
S  2.893  0.524  -0.382
O  2.514  1.030  -1.652
O  1.926  -0.366  0.252
N  4.263  -0.228  -0.438
S  5.341  0.703  -1.173
O  6.680  0.297  -0.908
O  4.997  2.078  -1.026
C  5.182  0.218  -3.000
F  6.046  0.926  -3.723
F  5.557  -1.073  -3.078
F  4.000  0.288  -3.605
C  -1.160  -3.673  3.656
C  -1.824  -2.548  4.123
C  -1.542  -1.303  3.608
C  -0.592  -1.153  2.576
C  0.076  -2.301  2.114
C  -0.199  -3.535  2.662
N  -0.384  0.058  1.998
C  -0.305  1.184  2.729
C  0.279  1.163  4.023
C  0.450  2.330  4.726
C  0.032  3.546  4.196
C  -0.568  3.579  2.942
C  -0.738  2.427  2.211
H  -1.382  -4.644  4.068
H  -2.567  -2.648  4.899
H  -2.075  -0.430  3.953
H  0.841  -2.164  1.367
H  0.350  -4.402  2.332
H  0.643  0.225  4.411
H  0.916  2.303  5.698
H  0.163  4.454  4.762
H  -0.915  4.518  2.538
H  -1.252  2.435  1.260

=====

Table of energy (eV), in record order: -10420.943; -16246.451; -73040.716; -132326.776